Entry from the Open Molecules 2025 dataset: C15H45F4K3N2O28P5S4 as an isolated structure in a non-equilibrium geometry (ωB97M-V/def2-TZVPD).

The value obtained for the LUMO energy is -3.44 eV. For the energy above the lowest of the compared OMol25 structures with the same formula, charge and spin, the calculation gives 3.746 eV. Its total charge is +1. As for the largest force on an atom: 9.4 eV Å⁻¹. The HOMO-LUMO gap comes out at 8.038 eV.

```
106
C15H45F4K3N2O28P5S4 (ωB97M-V/def2-TZVPD)
K 0.5331 1.0375 0.4296
K -0.5898 4.5625 3.4914
K 4.1169 3.1217 0.6520
N -2.6087 2.7609 3.2158
S -3.0145 1.5824 2.3508
O -4.4039 1.1750 2.1955
O -2.0340 0.5513 2.0953
F -2.8264 2.3691 1.0049
S -3.0227 1.8328 4.5966
O -2.3215 0.5891 4.8403
O -4.4314 1.9411 4.8678
F -2.4110 2.8965 5.6181
N 2.9575 1.2497 2.1636
S 2.2261 1.6919 3.4006
O 2.8691 1.7942 4.6877
O 0.7810 1.4498 3.2631
F 2.2171 3.2639 3.0760
S 3.2071 -0.2802 2.7896
O 2.0785 -1.1765 2.8380
O 4.1892 -0.4019 3.8748
F 4.0189 -0.7416 1.5431
C -4.6722 -2.4790 0.3505
O -3.8441 -1.3605 0.2852
P -3.1628 -0.8735 -1.1250
O -1.8824 -0.1673 -1.0038
O -3.1529 -2.2132 -2.0707
C -1.8851 -2.6918 -2.5399
O -4.2967 0.0228 -1.8753
C -4.9852 0.9626 -1.1249
H -5.6385 -2.0007 0.5100
H -4.3327 -3.0814 1.1931
H -4.6119 -3.0713 -0.5626
H -1.0923 -2.4069 -1.8482
H -1.5664 -2.2731 -3.4946
H -2.0687 -3.7662 -2.5435
H -4.4729 1.2456 -0.2053
H -5.9334 0.5324 -0.8024
H -5.2596 1.8500 -1.6953
C 0.4795 0.7554 -3.6786
O 1.3623 1.8758 -3.8226
P 2.5398 2.0969 -2.7508
O 2.0333 2.3856 -1.3937
O 3.4810 0.7755 -2.9040
C 4.0100 0.3614 -4.1142
O 3.4969 3.2558 -3.3022
C 2.9650 4.4385 -3.7775
H 0.5832 0.2265 -4.6259
H -0.5543 1.0464 -3.4925
H 0.7189 0.0655 -2.8693
H 4.3681 -0.6671 -4.1613
H 4.7607 1.0224 -4.5473
H 3.2409 0.2714 -4.8814
H 3.0734 4.4197 -4.8620
H 3.5272 5.3023 -3.4226
H 1.8976 4.5819 -3.6092
C 4.4283 -2.0968 -1.2194
O 3.3674 -3.0781 -1.1625
P 1.8295 -2.6538 -1.5195
O 1.3034 -1.4951 -0.7154
O 1.7638 -2.4665 -3.1219
C 2.2003 -3.5203 -3.9972
O 0.9706 -4.0063 -1.2613
C 0.4004 -4.3783 -0.0007
H 4.1062 -1.0556 -1.2364
H 5.1733 -2.2805 -1.9935
H 4.9120 -2.0807 -0.2427
H 2.7321 -3.1552 -4.8758
H 1.2663 -4.0010 -4.2882
H 2.8621 -4.2189 -3.4854
H 0.3316 -3.4855 0.6209
H 1.0635 -5.0831 0.5010
H -0.5376 -4.9324 -0.0345
C -0.8234 -5.6124 6.0156
O -1.3125 -4.7121 5.0665
P -1.4112 -5.0156 3.4498
O -2.1801 -6.2189 3.1034
O -2.0431 -3.6775 2.8335
C -1.2717 -2.4478 2.9014
O 0.1278 -4.9539 2.9091
C 0.9573 -6.0534 2.8175
H -1.5451 -5.9943 6.7378
H 0.0257 -5.1938 6.5559
H -0.3771 -6.4552 5.4879
H -1.9230 -1.8392 3.5286
H -1.2531 -1.8465 1.9924
H -0.3157 -2.4414 3.4251
H 1.8993 -5.8737 2.2994
H 0.3920 -6.8805 2.3882
H 1.2453 -6.2986 3.8398
C -1.6502 7.1015 -1.6537
O -1.3963 6.2351 -0.6104
P -0.3611 4.9697 -0.6273
O -0.2704 4.1248 0.6151
O -0.7119 4.1196 -1.9465
C -1.9087 3.4690 -2.1883
O 0.9698 5.6804 -1.1063
C 1.8841 6.3862 -0.1330
H -2.6899 7.1067 -1.9809
H -0.8639 7.0362 -2.4057
H -1.5610 8.1592 -1.4056
H -1.8207 2.7262 -2.9811
H -2.7854 4.1102 -2.2791
H -2.0887 2.9179 -1.2652
H 2.7997 5.8419 0.0981
H 1.3252 6.4111 0.8025
H 2.1080 7.3954 -0.4789
```

Atom charges from the Mulliken analysis, given in e for atoms 1 to 4: 0.5078 0.9208 0.9279 -0.2472


Entry from the Open Molecules 2025 dataset: a 6-piece molecular cluster, C15H45N3O6 overall in a non-equilibrium geometry (ωB97M-V/def2-TZVPD).

As for the structure (SMILES): COC[C@H](C)N.COC[C@H](C)N.COC[C@H](C)N.CO.CO.CO. The value obtained for the LUMO energy is 0.55 eV. For the energy above the lowest of the compared OMol25 structures with the same formula, charge and spin, the calculation gives 0.366 eV. Its total charge is 0. As for the largest force on an atom: 1.4 eV Å⁻¹. The HOMO-LUMO gap comes out at 9.750 eV.

```
69
C15H45N3O6 (ωB97M-V/def2-TZVPD)
C -0.9574 0.0194 0.1297
O -1.3040 -1.3375 -0.0080
H -1.7862 0.6061 0.5134
H -0.0508 0.1740 0.7235
H -0.7650 0.4412 -0.8728
H -0.5219 -1.8124 -0.3415
C -4.7903 -2.7106 0.5958
O -3.6278 -3.2735 0.0016
H -4.8160 -1.6346 0.4213
H -5.6255 -3.1894 0.0804
H -4.9089 -2.9404 1.6547
H -2.8694 -2.6795 0.0691
C 1.7296 3.1530 2.0722
O 3.0354 2.9399 2.6145
H 1.2771 4.1011 2.3541
H 1.7926 3.0078 0.9975
H 1.0769 2.3343 2.4116
H 2.9938 3.1532 3.5497
C 1.2410 -4.3552 -2.0445
C 1.6819 -2.9102 -1.8435
C 1.0028 -1.9880 -2.8321
O 1.5275 -2.1677 -4.1091
C 0.9666 -1.3226 -5.0789
N 1.3209 -2.4563 -0.5126
H 0.1855 -4.4875 -1.8146
H 1.8660 -5.0062 -1.4301
H 1.4304 -4.6036 -3.0887
H 2.7638 -2.8896 -2.0332
H 1.1159 -0.9679 -2.4232
H -0.0897 -2.1519 -2.8153
H 1.5557 -1.4173 -5.9916
H 1.0021 -0.2618 -4.8130
H -0.0638 -1.6212 -5.3052
H 1.4878 -3.1415 0.2082
H 1.6617 -1.5370 -0.2695
C 3.6131 2.7330 -1.2579
C 2.4004 2.2421 -2.0328
C 1.8451 3.3050 -2.9568
O 1.5069 4.4449 -2.1943
C 1.0470 5.4949 -3.0020
N 2.7483 1.0687 -2.8674
H 3.9721 1.9074 -0.6388
H 3.3255 3.5288 -0.5760
H 4.3692 3.0746 -1.9647
H 1.6467 1.9290 -1.2906
H 0.9367 2.9647 -3.4779
H 2.6359 3.5216 -3.6903
H 0.9724 6.4081 -2.4140
H 0.0294 5.2971 -3.3745
H 1.7214 5.6611 -3.8488
H 1.8684 0.7737 -3.2675
H 3.1173 0.3331 -2.2786
C -3.5071 -2.3463 3.9145
C -2.8978 -0.9632 3.7953
C -1.3819 -0.9212 4.0092
O -0.8971 0.3873 4.1825
C -1.0340 0.8889 5.4880
N -3.3379 -0.2674 2.5603
H -3.1362 -2.8561 4.8079
H -3.2194 -2.9493 3.0500
H -4.5866 -2.2672 4.0118
H -3.2821 -0.3755 4.6432
H -0.8638 -1.3604 3.1454
H -1.1179 -1.5942 4.8411
H -0.3553 1.7301 5.6030
H -0.8352 0.1159 6.2369
H -2.0520 1.2605 5.6772
H -2.9961 -0.8267 1.7831
H -2.7934 0.5900 2.6134
```

Atom charges from the natural (NBO) analysis, given in e for atoms 1 to 4: -0.2514 -0.7884 0.1886 0.1628


Entry from the Open Molecules 2025 dataset: a 10-piece molecular cluster, C15H45N5O15S5 overall in a non-equilibrium geometry (ωB97M-V/def2-TZVPD).

The value obtained for the LUMO energy is 0.20 eV. For the energy above the lowest of the compared OMol25 structures with the same formula, charge and spin, the calculation gives 0.000 eV. Its total charge is 0. As for the largest force on an atom: 2.9 eV Å⁻¹. The HOMO-LUMO gap comes out at 8.411 eV.

```
85
C15H45N5O15S5 (ωB97M-V/def2-TZVPD)
C 5.2259 2.7849 -0.2972
N 4.4763 1.4572 -0.1321
O 4.9315 0.4694 -0.6311
O 3.4346 1.5115 0.4407
H 5.7602 2.7866 -1.2624
H 5.9714 2.6439 0.4938
H 4.5508 3.6300 -0.1631
C -2.1769 -4.0192 -0.4540
N -0.8070 -4.2095 -0.9343
O -0.3655 -3.5252 -1.8305
O -0.1595 -5.1224 -0.4506
H -2.4917 -3.0038 -0.7108
H -2.1824 -4.1945 0.6086
H -2.7855 -4.8041 -0.9157
C 1.4306 3.3570 2.9466
N 2.1851 4.4023 2.2349
O 3.2574 4.7124 2.7259
O 1.6750 4.8655 1.2650
H 0.7837 2.8322 2.2424
H 0.7984 3.8856 3.7086
H 2.1679 2.8430 3.4846
C -2.6454 -1.0310 3.8359
N -1.5066 -0.0294 3.9161
O -1.0662 0.2992 4.9589
O -1.0466 0.3908 2.8730
H -3.1829 -0.7838 2.9351
H -3.2002 -0.8309 4.7635
H -2.1525 -2.0179 3.7635
C 0.3387 -0.8549 0.4579
N -0.8679 -0.0591 0.0439
O -0.7166 1.1291 -0.2024
O -1.8502 -0.7149 -0.2217
H 0.5024 -1.5256 -0.3831
H 0.0376 -1.4790 1.2986
H 1.1647 -0.2103 0.6210
C 0.6017 5.0800 -1.6713
S -1.2082 5.3813 -1.8594
O -1.6645 4.1188 -2.4875
C -1.6485 5.2787 -0.1298
H 0.5828 4.3188 -0.9087
H 1.1981 5.9391 -1.4524
H 0.9264 4.5927 -2.6262
H -1.2935 4.3477 0.2746
H -2.7604 5.3166 0.0258
H -1.1834 6.0945 0.4024
C -3.9560 2.5294 0.6126
S -4.5970 0.9975 1.2305
O -5.8418 1.3416 1.8971
C -5.0985 0.3290 -0.3531
H -3.9389 3.2132 1.4521
H -4.6217 3.0267 -0.0863
H -2.9923 2.4731 0.1400
H -4.2777 0.2182 -1.0410
H -5.7539 1.0893 -0.7696
H -5.7371 -0.5829 -0.2836
C 4.7931 -2.8532 -2.2448
S 3.9973 -3.2843 -0.6601
O 2.6441 -2.6019 -0.6976
C 3.6708 -5.0260 -1.1252
H 4.1668 -3.2416 -3.0777
H 5.8548 -3.1414 -2.2974
H 4.7267 -1.7562 -2.3308
H 2.7185 -4.9581 -1.6644
H 3.5895 -5.5922 -0.2385
H 4.3585 -5.4744 -1.8220
C 2.1475 -3.2865 2.5738
S 0.7249 -3.7099 3.5872
O -0.4351 -3.0615 2.9466
C 0.6499 -5.4550 3.0082
H 2.6573 -2.3156 2.7713
H 2.1504 -3.4171 1.4790
H 2.8619 -3.9752 3.0101
H 0.5358 -5.4603 1.9075
H -0.0911 -6.0462 3.5843
H 1.6051 -5.8350 3.2938
C -1.6983 1.6874 -5.6838
S -2.8967 0.7087 -4.8317
O -2.8033 -0.6394 -5.4815
C -2.0756 0.6337 -3.1725
H -1.6349 2.7190 -5.3554
H -1.8350 1.7177 -6.7678
H -0.7446 1.1902 -5.5187
H -1.1279 0.1502 -3.2498
H -2.7012 -0.0140 -2.5510
H -2.0333 1.6498 -2.7867
```

Atom charges from the Mulliken analysis, given in e for atoms 1 to 4: -0.7791 0.9704 -0.5596 -0.5195


Entry from the Open Molecules 2025 dataset: a 7-piece molecular cluster, C15H46N2O9 overall in a non-equilibrium geometry (ωB97M-V/def2-TZVPD).

As for the structure (SMILES): COC[C@H](C)N.COC[C@H](C)N.OCCO.OCCO.CO.CO.CO. The value obtained for the LUMO energy is 0.40 eV. For the energy above the lowest of the compared OMol25 structures with the same formula, charge and spin, the calculation gives 2.413 eV. Its total charge is 0. As for the largest force on an atom: 2.9 eV Å⁻¹. The HOMO-LUMO gap comes out at 9.784 eV.

```
72
C15H46N2O9 (ωB97M-V/def2-TZVPD)
C -2.5916 -1.2059 2.2788
O -1.9916 -1.0152 3.5268
H -3.6716 -1.3076 2.1728
H -2.2887 -0.3471 1.6798
H -2.1318 -2.1149 1.8908
H -2.4636 -1.4743 4.2254
C 1.0350 1.3750 4.1711
O 1.9908 1.4612 3.0967
H 1.1531 2.2353 4.8299
H 0.0237 1.4033 3.7654
H 1.1329 0.4483 4.7365
H 1.6152 1.1827 2.2582
C 1.0040 -2.7905 3.8413
O 2.0264 -3.6513 4.0194
H 0.4460 -2.6668 4.7695
H 1.3199 -1.7593 3.6836
H 0.4211 -3.0344 2.9531
H 1.9992 -3.9524 4.9306
C 4.8883 -1.7668 -1.5139
C 4.8729 -0.4471 -0.6435
C 4.2212 0.7886 -1.3014
O 3.1605 0.3717 -2.1681
C 2.3128 1.4367 -2.6722
N 4.0917 -0.7861 0.5130
H 5.4341 -1.6059 -2.4436
H 3.8975 -2.0942 -1.8289
H 5.3034 -2.6275 -0.9896
H 5.8453 -0.1719 -0.2351
H 5.0695 1.3466 -1.6977
H 3.8670 1.4686 -0.5267
H 1.9405 2.1054 -1.8961
H 1.5392 0.9936 -3.2992
H 2.9595 2.0808 -3.2680
H 4.4673 -0.2040 1.2479
H 4.2422 -1.6880 0.9419
C -5.4617 1.0083 -3.5048
C -4.9836 -0.3883 -3.4095
C -3.7352 -0.7540 -2.6362
O -3.3559 -2.1294 -2.9021
C -2.7663 -2.8579 -1.8150
N -6.1164 -1.1241 -2.8823
H -5.8071 1.4614 -2.5756
H -6.3160 1.0673 -4.1792
H -4.6230 1.6688 -3.7250
H -4.8888 -0.8205 -4.4057
H -3.9527 -0.6470 -1.5735
H -2.9256 -0.0460 -2.8137
H -3.4381 -3.0681 -0.9828
H -1.9387 -2.2091 -1.5282
H -2.4282 -3.8286 -2.1777
H -6.1992 -1.0295 -1.8801
H -5.7753 -2.0748 -2.8788
C -0.7146 4.9312 0.8424
C 0.1999 3.7059 0.7624
O 0.3547 3.1220 -0.5144
O -0.2696 6.0378 0.1646
H -1.0018 5.2382 1.8480
H -1.6242 4.5277 0.3977
H -0.1602 2.8833 1.3804
H 1.1693 4.0630 1.1099
H 0.5888 2.1910 -0.5187
H 0.0589 5.7355 -0.6853
C 0.7179 -1.7073 -0.1876
C 0.5021 -0.3760 0.6048
O 1.5950 0.5069 0.6286
O 0.8157 -1.4509 -1.5783
H -0.1171 -2.3123 0.1657
H 1.6574 -2.2074 0.0478
H 0.0886 -0.3914 1.6132
H -0.2813 0.1694 0.0785
H 2.3627 0.0578 0.2673
H 1.6278 -0.9397 -1.6049
```

Atom charges from the Mulliken analysis, given in e for atoms 1 to 4: -0.5765 -0.4669 0.4240 0.1685